No. 1
12
Properties=species:S:1:pos:R:3:lowdin_charge:R:1 method="wB97M-V/def2-TZVPD" total_charge=0 e_tot_ev=-8128.880 de_lowest_kj_mol=310.0
C 0.276 0.929 -0.087 -0.20
C -1.170 1.077 -0.053 -0.19
H 2.686 0.385 0.541 0.09
H 2.485 -1.370 0.294 0.12
H 0.870 1.848 0.014 0.10
H -1.576 2.125 0.072 0.11
H -2.338 -1.847 -0.283 0.11
H -0.700 -1.524 -0.348 0.07
N 2.241 -0.366 -0.040 -0.02
N 0.853 -0.188 -0.204 -0.10
N -2.040 0.103 0.020 -0.06
N -1.588 -1.173 0.074 -0.04

---

No. 2
13
Properties=species:S:1:pos:R:3:lowdin_charge:R:1 method="wB97M-V/def2-TZVPD" total_charge=+1 e_tot_ev=-20627.194 de_lowest_kj_mol=198.9
C -1.641 0.052 -0.512 -0.10
C 1.028 -0.709 -0.871 -0.11
N 1.059 1.655 2.138 0.18
O 2.077 1.200 2.052 0.23
O 0.189 1.221 0.896 -0.30
O -0.334 -1.082 1.412 -0.25
S -0.134 -0.174 0.334 0.77
H -1.365 0.312 -1.504 0.06
H -2.389 0.825 -0.111 0.14
H -2.206 -0.817 -0.330 0.08
H 2.068 -0.365 -0.748 0.10
H 0.691 -0.277 -1.817 0.08
H 0.957 -1.843 -0.939 0.13

---

No. 3
42
Properties=species:S:1:pos:R:3:lowdin_charge:R:1 method="wB97M-V/def2-TZVPD" total_charge=0 e_tot_ev=-28549.396 de_lowest_kj_mol=202.5
C 3.103 2.660 -4.066 -0.06
C 4.076 1.525 -3.760 -0.25
O 4.383 1.429 -2.383 -0.05
C 3.493 0.878 -1.520 -0.26
C 2.286 0.276 -1.869 -0.02
C 1.477 -0.271 -0.892 -0.02
C 1.847 -0.229 0.450 -0.15
C 3.059 0.375 0.799 -0.01
C 3.866 0.917 -0.171 0.01
H 4.805 1.383 0.081 0.12
H 3.341 0.403 1.839 0.12
C 1.007 -0.791 1.476 -0.27
N 1.246 -0.816 2.747 0.20
C 0.166 -1.436 3.321 -0.23
C -0.723 -1.772 2.310 -0.26
N -1.883 -2.483 2.343 0.09
H -2.258 -2.573 3.279 0.15
C -2.869 -2.243 1.312 -0.12
H -2.341 -2.216 0.356 0.13
C -3.615 -0.909 1.536 -0.31
C -4.498 -0.533 0.327 -0.12
H -5.550 -0.491 0.599 0.11
C -3.960 0.835 -0.107 -0.14
H -3.946 0.961 -1.187 0.11
C -2.556 0.836 0.498 -0.19
H -2.170 1.831 0.723 0.13
H -1.843 0.319 -0.161 0.11
O -2.689 0.146 1.722 -0.10
H -4.551 1.635 0.337 0.11
H -4.378 -1.270 -0.467 0.11
H -4.189 -0.981 2.468 0.15
H -3.580 -3.071 1.308 0.13
O -0.193 -1.376 1.142 0.13
C -0.005 -1.667 4.687 -0.18
N -0.202 -1.881 5.799 0.14
H 0.546 -0.740 -1.174 0.11
H 1.965 0.221 -2.898 0.10
H 5.039 1.725 -4.238 0.12
H 3.695 0.569 -4.140 0.12
H 2.147 2.497 -3.574 0.07
H 3.514 3.602 -3.712 0.08
H 2.942 2.726 -5.139 0.08

---

No. 4
30
Properties=species:S:1:pos:R:3:lowdin_charge:R:1 method="wB97M-V/def2-TZVPD" total_charge=0 e_tot_ev=-19705.219 de_lowest_kj_mol=103.4
N -0.593 1.124 -1.088 0.08
C -0.207 -0.252 -0.754 -0.32
C 1.313 -0.361 -0.829 -0.12
C 1.967 0.354 0.350 -0.22
O 1.827 1.776 0.251 -0.09
C -0.831 -1.427 -1.485 -0.48
N -1.392 -2.369 -0.696 0.20
O -0.858 -1.519 -2.709 0.03
H 1.229 1.940 -0.469 0.06
H -1.466 1.370 -0.653 0.09
H -0.691 1.207 -2.105 0.05
H -0.502 -0.374 0.274 0.09
H 1.700 0.002 -1.777 0.13
H 1.490 -1.435 -0.683 0.13
H 1.463 0.042 1.260 0.10
H 3.018 0.073 0.269 0.12
H -1.215 -2.362 0.298 0.08
H -1.839 -3.151 -1.142 0.12
H -1.038 -0.841 2.949 -0.20
H -1.823 -0.366 1.746 0.02
O -1.623 -1.165 2.240 -0.09
H 0.144 2.652 2.981 0.06
H 0.850 2.084 1.637 0.02
O 0.050 2.071 2.223 -0.06
H 0.100 0.349 3.043 0.05
H 0.457 -0.889 3.830 0.11
O -0.281 -0.281 3.692 0.05
H -0.830 -0.068 -4.051 0.02
H 0.176 0.950 -4.587 0.05
O -0.595 0.867 -4.018 -0.06

---

No. 5
132
Properties=species:S:1:pos:R:3:lowdin_charge:R:1 method="wB97M-V/def2-TZVPD" total_charge=+1 e_tot_ev=-163578.571 de_lowest_kj_mol=0.0
C 5.139 1.348 -0.157 -0.04
C 4.505 0.854 -1.440 -0.16
O 3.256 0.170 -1.151 0.05
B 2.498 -0.358 -2.084 -0.76
O 2.580 -0.359 -3.431 0.23
N 1.224 -1.027 -1.388 0.08
C 1.778 -2.373 -0.818 -0.44
F 1.962 -2.051 0.474 0.13
F 0.768 -3.228 -0.907 0.15
C 3.049 -2.873 -1.432 -0.11
C 3.039 -3.700 -2.600 -0.01
C 4.294 -4.217 -3.121 0.01
C 5.536 -3.894 -2.466 0.05
C 5.530 -3.098 -1.286 -0.07
C 6.830 -2.808 -0.609 -0.67
F 7.506 -3.896 -0.326 0.19
F 6.673 -2.111 0.506 0.16
F 7.601 -2.058 -1.391 0.16
C 4.297 -2.586 -0.742 0.09
C 0.031 -1.113 -2.334 -0.32
P 0.139 -2.381 -3.727 1.03
C -0.724 -1.587 -5.115 -0.25
C -1.099 -3.618 -3.208 -0.40
C -0.764 -4.997 -3.787 -0.14
C -0.210 0.250 -2.929 -0.19
O -0.115 1.377 -2.069 -0.11
C 0.396 1.322 -0.773 -0.61
S 1.735 2.522 -0.569 0.98
C 0.778 -0.092 -0.264 -0.21
S -0.507 -0.723 0.888 0.83
O -0.599 -2.146 0.913 -0.24
O -0.292 0.073 2.065 -0.23
C -2.194 -0.161 0.227 -0.44
F -2.940 -1.268 0.199 0.14
F -2.104 0.329 -1.007 0.13
C -2.883 0.869 1.152 -0.39
F -2.068 1.906 1.406 0.14
F -3.171 0.268 2.297 0.17
C -4.198 1.460 0.533 -0.36
F -4.685 0.634 -0.381 0.17
F -5.085 1.602 1.513 0.19
C -4.000 2.869 -0.066 -0.63
F -3.867 3.687 0.945 0.20
F -2.925 2.910 -0.809 0.22
F -5.035 3.188 -0.772 0.25
H 4.540 1.085 0.704 0.09
H 6.125 0.915 -0.036 0.08
H 5.259 2.421 -0.204 0.04
H 5.149 0.154 -1.960 0.13
H 4.279 1.676 -2.107 0.13
H 3.129 -1.048 -3.822 0.14
H 2.122 -3.978 -3.080 0.05
H 4.289 -4.855 -3.989 0.11
H 6.474 -4.267 -2.839 0.13
H 4.323 -1.991 0.154 0.13
H -0.831 -1.414 -1.754 0.10
H -0.887 -2.388 -5.827 0.06
H -1.699 -1.186 -4.855 0.05
H -0.119 -0.813 -5.564 0.05
H -1.193 -3.642 -2.131 0.07
H -2.068 -3.299 -3.585 0.08
H 0.247 -5.051 -4.176 0.05
H -0.862 -5.764 -3.029 0.07
H -1.441 -5.255 -4.589 0.07
H -1.226 0.231 -3.306 0.13
H 0.444 0.421 -3.774 0.12
H -0.368 1.689 -0.099 0.08
H 1.140 3.285 0.342 -0.09
H 1.616 0.057 0.399 0.12
C -3.631 4.967 3.829 0.07
N -2.435 5.217 4.682 -0.36
O -2.071 4.335 5.431 0.05
O -1.882 6.292 4.565 0.09
H -4.005 3.976 4.055 0.06
H -4.370 5.728 4.060 0.12
H -3.299 5.061 2.803 0.09
C 2.070 6.852 -2.001 0.06
N 3.282 6.013 -1.803 -0.44
O 3.251 5.127 -0.971 0.00
O 4.242 6.266 -2.499 0.07
H 1.306 6.514 -1.317 0.09
H 2.353 7.877 -1.797 0.10
H 1.772 6.736 -3.040 0.10
C 2.774 -6.100 1.742 0.04
N 3.728 -5.836 0.629 -0.43
O 3.300 -5.814 -0.512 0.05
O 4.886 -5.633 0.922 0.08
H 1.791 -6.241 1.318 0.08
H 3.118 -6.989 2.260 0.11
H 2.808 -5.242 2.403 0.09
C -2.784 2.095 4.967 0.04
N -4.162 2.229 5.515 -0.42
O -4.548 3.338 5.821 0.05
O -4.816 1.211 5.590 0.08
H -2.323 3.077 4.951 -0.02
H -2.235 1.409 5.604 0.12
H -2.902 1.683 3.974 0.07
C 7.470 5.884 0.629 0.06
N 6.605 4.883 -0.052 -0.44
O 6.957 4.455 -1.132 0.07
O 5.588 4.552 0.521 0.04
H 8.328 6.074 -0.002 0.10
H 6.870 6.777 0.775 0.10
H 7.757 5.462 1.587 0.10
C -5.812 -1.792 -2.020 0.04
N -6.695 -2.336 -3.091 -0.44
O -7.884 -2.108 -3.022 0.07
O -6.148 -2.971 -3.965 0.07
H -6.425 -1.251 -1.310 0.09
H -5.315 -2.639 -1.558 0.10
H -5.090 -1.140 -2.501 0.09
C -1.699 -4.719 3.899 0.05
N -0.727 -5.733 3.402 -0.44
O 0.458 -5.465 3.460 0.05
O -1.180 -6.767 2.965 0.08
H -1.141 -3.861 4.250 0.09
H -2.349 -4.467 3.068 0.10
H -2.268 -5.186 4.696 0.10
C -10.314 -3.041 -1.203 0.03
N -11.696 -3.570 -1.028 -0.46
O -12.024 -4.532 -1.687 0.07
O -12.400 -2.992 -0.226 0.06
H -9.807 -3.646 -1.942 0.08
H -10.399 -2.010 -1.528 0.10
H -9.830 -3.095 -0.233 0.10
C 1.277 6.681 5.488 0.05
N 2.488 6.340 4.695 -0.46
O 2.368 6.257 3.485 0.05
O 3.520 6.162 5.295 0.07
H 0.446 6.804 4.808 0.06
H 1.102 5.864 6.180 0.10
H 1.493 7.597 6.030 0.10

---

No. 6
35
Properties=species:S:1:pos:R:3:lowdin_spin:R:1 method="wB97M-V/def2-TZVPD" s2=8.790 total_charge=-1 multiplicity=6 e_tot_ev=-26006.664 de_lowest_kj_mol=0.0
C 2.887 -0.286 -2.382 0.05
C 2.877 -1.211 -1.308 0.11
C 2.760 -0.478 -0.074 0.05
C 2.953 0.932 -0.385 0.02
C 2.961 1.054 -1.841 0.03
Ru 1.097 0.558 -1.137 1.72
C 0.234 -2.960 -2.153 0.56
C 0.056 -3.153 -3.460 0.71
C -0.307 -2.525 -4.592 0.51
N 0.258 1.680 -2.119 0.88
H 2.648 -0.930 0.908 0.00
H 2.969 -2.288 -1.376 0.01
H 3.070 1.737 0.340 0.00
H 3.134 1.969 -2.393 0.00
H 2.990 -0.560 -3.431 0.00
H 1.064 -3.414 -1.599 0.04
H -0.279 2.405 -2.671 0.06
H -0.531 -2.497 -1.530 0.05
H -0.239 -3.051 -5.538 0.05
H -0.643 -1.476 -4.646 0.05
O -3.167 0.216 0.836 0.00
C -2.743 0.669 2.035 0.00
C -3.700 1.135 2.948 0.00
C -3.310 1.632 4.185 0.00
C -1.959 1.663 4.543 0.00
C -0.996 1.197 3.657 0.00
C -1.367 0.718 2.405 0.00
C -0.264 0.343 1.469 0.01
O 0.897 0.265 1.895 0.01
O -0.624 0.209 0.201 0.05
H -2.350 0.077 0.289 0.00
H -4.741 1.114 2.650 0.00
H -4.062 1.998 4.879 0.00
H -1.637 2.053 5.501 0.00
H 0.066 1.204 3.895 0.00

---

No. 7
84
Properties=species:S:1:pos:R:3:lowdin_charge:R:1 method="wB97M-V/def2-TZVPD" total_charge=+4 e_tot_ev=-84516.622 de_lowest_kj_mol=0.0
Na 2.614 1.078 1.480 0.63
Na -0.878 1.559 3.502 0.65
Na 1.930 -1.804 3.199 0.73
Na -2.086 -1.306 3.905 0.81
Na -1.493 1.842 0.093 0.53
Na 0.534 -2.436 -0.505 0.53
Na -3.097 -0.967 0.950 0.74
P 0.178 -0.355 1.488 0.00
O 1.501 -1.060 1.101 -0.37
O -0.112 -0.659 2.988 -0.44
O -0.955 -0.873 0.568 -0.40
O 0.349 1.154 1.308 -0.39
C -3.145 4.752 -0.449 -0.07
O -2.161 3.901 -1.128 -0.23
C -2.616 3.745 -2.515 -0.15
C -1.697 2.677 -3.167 -0.18
N -1.834 1.424 -2.478 -0.09
C -0.920 0.358 -2.993 -0.13
C 0.576 0.580 -2.640 -0.20
O 1.250 -0.559 -3.203 -0.20
C 2.715 -0.397 -3.214 -0.02
H -4.209 4.546 -0.563 0.10
H -3.012 5.819 -0.629 0.11
H -3.057 4.751 0.637 0.07
H -2.640 4.701 -3.039 0.14
H -3.639 3.395 -2.646 0.13
H -0.651 2.969 -3.074 0.10
H -1.857 2.724 -4.244 0.14
H -2.772 1.085 -2.321 0.11
H -1.126 0.306 -4.062 0.14
H -1.218 -0.596 -2.557 0.11
H 0.573 0.560 -1.550 0.09
H 1.067 1.511 -2.925 0.12
H 3.141 -1.335 -3.570 0.09
H 3.056 -0.009 -2.254 0.08
H 2.792 0.349 -4.005 0.10
C 2.031 -4.738 -3.725 -0.09
O 1.046 -4.383 -2.796 -0.20
C 0.221 -5.459 -2.398 -0.19
C -1.165 -5.003 -1.779 -0.12
N -0.858 -4.405 -0.448 -0.08
C -2.062 -4.224 0.442 -0.22
C -2.453 -5.419 1.217 -0.17
O -1.240 -5.833 1.945 -0.20
C -1.491 -6.721 3.021 -0.09
H 2.767 -3.936 -3.787 0.08
H 1.629 -4.898 -4.725 0.11
H 2.613 -5.604 -3.411 0.10
H 0.683 -6.156 -1.699 0.13
H 0.036 -6.161 -3.211 0.13
H -1.951 -5.758 -1.750 0.13
H -1.553 -4.147 -2.330 0.12
H -0.485 -5.117 0.164 0.09
H -2.928 -3.844 -0.100 0.13
H -1.733 -3.411 1.089 0.08
H -2.759 -6.242 0.571 0.15
H -3.290 -5.131 1.853 0.13
H -2.141 -6.278 3.776 0.09
H -0.622 -6.901 3.654 0.09
H -1.816 -7.712 2.704 0.11
C 1.592 5.233 -2.376 -0.04
O 1.500 5.257 -0.929 -0.17
C 1.812 4.091 -0.261 -0.21
C 1.539 4.376 1.316 -0.14
N 1.865 3.253 2.200 -0.07
C 1.688 3.792 3.499 -0.21
C 2.058 2.906 4.695 -0.18
O 1.395 1.672 4.567 -0.24
C 1.490 0.927 5.777 -0.07
H 1.016 6.094 -2.714 0.10
H 1.227 4.316 -2.838 0.07
H 2.611 5.424 -2.714 0.10
H 2.874 3.851 -0.298 0.13
H 1.161 3.289 -0.610 0.10
H 0.530 4.781 1.249 0.12
H 2.189 5.194 1.624 0.14
H 1.208 2.522 1.968 0.02
H 0.708 4.224 3.702 0.13
H 2.350 4.634 3.702 0.15
H 1.844 3.537 5.557 0.15
H 3.113 2.639 4.747 0.14
H 1.073 1.369 6.682 0.12
H 2.532 0.731 6.028 0.11
H 1.045 -0.061 5.663 0.08

---

No. 8
15
Properties=species:S:1:pos:R:3:lowdin_charge:R:1 method="wB97M-V/def2-TZVPD" total_charge=0 e_tot_ev=-17850.673 de_lowest_kj_mol=256.4
C 0.313 0.667 1.205 -0.13
C -0.081 0.984 -0.180 -0.41
C 0.802 -0.187 0.112 -0.87
C -1.393 0.721 -0.693 -0.11
C 0.427 -1.613 -0.022 -0.10
Cl 2.436 0.227 -0.405 0.65
H 0.944 1.319 1.663 0.07
H -0.299 0.208 1.875 0.09
H 0.700 2.017 -0.802 0.22
H -1.089 0.260 -1.652 0.10
H -1.997 1.667 -0.739 0.10
H -1.906 -0.154 -0.188 0.10
H -0.678 -1.727 0.009 0.08
H 0.976 -2.259 0.768 0.11
H 0.847 -2.132 -0.951 0.09

---

No. 9
11
Properties=species:S:1:pos:R:3:lowdin_charge:R:1 method="wB97M-V/def2-TZVPD" total_charge=0 e_tot_ev=-11718.319 de_lowest_kj_mol=737.0
C 1.044 -0.440 -0.689 -0.21
C -1.047 0.348 0.543 -0.39
C -0.344 1.289 1.254 -0.10
H -2.257 -1.137 -0.718 0.32
H 1.636 -1.352 -1.297 0.18
H 2.734 0.933 -0.782 0.14
N -0.321 -0.531 -0.261 -0.10
N 1.699 0.641 -0.409 0.05
N 0.288 1.759 2.224 0.21
O -1.071 -1.763 -0.527 -0.10
O -2.360 0.253 0.661 0.00

---

No. 10
10
Properties=species:S:1:pos:R:3:lowdin_charge:R:1 method="wB97M-V/def2-TZVPD" total_charge=0 e_tot_ev=-6725.050 de_lowest_kj_mol=436.3
C -0.923 0.059 0.647 -0.43
C 0.677 0.212 -0.336 -0.16
C 1.384 -0.543 -1.171 0.02
O -1.633 0.989 1.376 0.02
N -0.971 0.117 -0.644 0.10
H -2.432 0.644 1.797 0.10
H -0.677 -0.856 1.220 0.14
H 1.205 0.865 0.354 0.10
H 2.463 -0.458 -1.228 0.06
H 0.908 -1.029 -2.015 0.07

---

No. 11
49
Properties=species:S:1:pos:R:3:lowdin_charge:R:1 method="wB97M-V/def2-TZVPD" total_charge=-1 e_tot_ev=-97943.480
N 1.923 -3.313 2.125 0.11
C 2.290 -3.472 0.812 -0.36
N 3.146 -4.694 0.462 0.01
N 1.931 -2.505 -0.303 -0.04
C 1.853 -1.071 0.170 -0.24
C 0.339 -0.500 0.430 -0.21
C -0.738 -1.603 0.988 -0.31
C -0.877 -1.662 2.627 -0.39
Ga -2.050 -3.371 3.020 0.08
P -3.769 -3.640 1.424 0.56
N -3.010 -4.360 -0.058 -0.33
O -4.405 -2.085 0.900 -0.51
H 2.259 -4.090 2.734 0.04
H 2.533 -5.397 -0.011 0.07
H 3.548 -5.132 1.321 0.06
H 1.084 -2.808 -0.835 0.11
H 2.323 -0.406 -0.699 0.11
H 2.531 -0.867 1.117 0.12
H 0.433 0.404 1.201 0.11
H -0.082 -0.077 -0.591 0.09
H -1.807 -1.255 0.587 0.09
H -0.589 -2.693 0.587 0.07
H 0.139 -1.702 3.206 0.02
H -1.489 -0.755 3.086 0.04
H -1.138 -4.698 2.961 -0.14
H -2.620 -3.262 4.522 -0.14
H -3.727 -4.828 -0.656 -0.01
H -2.348 -5.130 0.226 0.00
H -3.858 -1.846 0.077 0.00
O -4.068 -0.682 -2.094 -0.07
H -4.169 -0.122 -2.878 0.03
H -4.677 -1.419 -2.252 0.04
C -1.184 3.602 -0.046 -0.14
O -0.075 4.454 -0.258 -0.28
P 0.665 4.217 -1.804 0.79
O 1.694 3.286 -1.151 -0.25
O 1.200 5.777 -1.770 -0.31
C 1.823 6.279 -0.599 -0.12
O 1.405 3.979 -3.350 -0.31
C 2.739 4.418 -3.541 -0.14
H -1.612 3.818 0.936 0.09
H -1.942 3.785 -0.812 0.08
H -0.868 2.556 -0.078 0.07
H 2.319 5.489 -0.027 0.09
H 1.078 6.777 0.025 0.08
H 2.576 7.013 -0.895 0.09
H 3.368 4.211 -2.673 0.08
H 2.749 5.489 -3.761 0.08
H 3.153 3.889 -4.404 0.09

---

What did the first record say?
12
Properties=species:S:1:pos:R:3:lowdin_charge:R:1 method="wB97M-V/def2-TZVPD" total_charge=0 e_tot_ev=-8128.880 de_lowest_kj_mol=310.0
C 0.276 0.929 -0.087 -0.20
C -1.170 1.077 -0.053 -0.19
H 2.686 0.385 0.541 0.09
H 2.485 -1.370 0.294 0.12
H 0.870 1.848 0.014 0.10
H -1.576 2.125 0.072 0.11
H -2.338 -1.847 -0.283 0.11
H -0.700 -1.524 -0.348 0.07
N 2.241 -0.366 -0.040 -0.02
N 0.853 -0.188 -0.204 -0.10
N -2.040 0.103 0.020 -0.06
N -1.588 -1.173 0.074 -0.04